(1)
The following is a DFT calculation (the ωB97M-V functional and the def2-TZVPD basis) of 2 unconnected molecules or ions with the total composition C2H6O.

Positions of all 9 atoms, in Å:
O1 2.985 -1.203 0.783
C1 0.273 -1.006 -0.568
C2 -0.768 -1.957 -0.137
H1 0.009 0.047 -0.350
H2 -1.008 -2.826 -0.758
H3 1.434 -1.130 0.040
H4 -1.541 -1.645 0.570
H5 3.718 -1.305 0.147
H6 0.535 -1.105 -1.633

Its net charge is -1. The spin multiplicity is 2. As for the orbital gap (alpha / beta): 6.95 / 7.41 eV.

(2)
The following is a DFT calculation (the ωB97M-V functional and the def2-TZVPD basis) of a single C2H6O molecule.

Positions of all 9 atoms, in Å:
H1 0.743 1.055 0.691
C1 -1.021 0.033 -0.027
H2 -1.515 0.950 -0.366
H3 2.036 -0.860 0.087
C2 0.478 0.246 -0.007
O1 1.123 -0.956 0.370
H4 -1.272 -0.783 -0.711
H5 0.821 0.539 -1.005
H6 -1.392 -0.224 0.969

Its net charge is 0. As for the orbital gap: 11.32 eV.

(3)
The following is a DFT calculation (the ωB97M-V functional and the def2-TZVPD basis) of a single C2H6O molecule.

Positions of all 9 atoms, in Å:
H1 -1.479 -0.164 0.945
C1 0.498 0.274 0.080
H2 0.699 1.059 0.826
O1 1.205 -0.910 0.425
C2 -1.002 0.033 -0.022
H3 -1.196 -0.818 -0.682
H4 1.911 -1.042 -0.218
H5 0.840 0.648 -0.895
H6 -1.478 0.920 -0.458

Its net charge is 0. As for the orbital gap: 11.34 eV.

(4)
The following is a DFT calculation (the ωB97M-V functional and the def2-TZVPD basis) of a single C2H6O molecule.

Positions of all 9 atoms, in Å:
H1 -0.070 -0.238 -2.130
H2 0.689 -0.726 1.423
H3 1.254 0.037 -0.967
H4 -0.109 0.858 1.257
H5 -1.047 -0.570 1.773
O1 -0.595 -0.536 -0.202
C1 -0.243 -0.225 1.119
C2 0.174 0.162 -1.143
H6 -0.054 1.238 -1.130

Its net charge is 0. As for the orbital gap: 11.00 eV.

(5)
The following is a DFT calculation (the ωB97M-V functional and the def2-TZVPD basis) of 2 unconnected molecules or ions with the total composition C2H6O.

Positions of all 9 atoms, in Å:
H1 1.012 -0.299 -0.296
H2 3.197 2.188 -2.809
C1 0.000 0.000 0.000
H3 1.900 1.780 -2.050
C2 -0.590 1.189 -0.251
O1 2.387 1.636 -2.893
H4 -0.152 2.098 -0.678
H5 -0.560 -0.677 0.655
H6 -1.637 1.230 0.071

Its net charge is 0. As for the orbital gap: 11.10 eV.

(6)
The following is a DFT calculation (the ωB97M-V functional and the def2-TZVPD basis) of 2 unconnected molecules or ions with the total composition C2H6O2.

Positions of all 10 atoms, in Å:
C1 -0.847 -1.858 -0.665
C2 1.184 1.759 0.636
H1 -1.439 -2.784 -0.836
H2 -0.170 -2.223 0.166
H3 2.154 1.825 0.165
H4 -0.501 2.563 0.687
H5 -1.359 -0.976 -0.182
O1 0.201 2.413 -0.007
H6 -0.311 -1.828 -1.634
O2 1.087 1.109 1.670

Its net charge is 0. As for the orbital gap: 11.71 eV.

(7)
The following is a DFT calculation (the ωB97M-V functional and the def2-TZVPD basis) of 2 unconnected molecules or ions with the total composition C2H6O2.

Positions of all 10 atoms, in Å:
C1 1.228 -0.148 0.154
H1 0.944 -0.322 -0.878
H2 2.223 -0.542 0.339
C2 0.272 -0.659 1.196
O1 -0.599 -1.460 1.011
H3 1.335 0.943 0.312
O2 -0.749 1.700 -1.864
H4 -1.278 0.937 -2.112
H5 -1.329 2.274 -1.343
H6 0.478 -0.198 2.184

Its net charge is 0. As for the orbital gap: 10.67 eV.

(8)
The following is a DFT calculation (the ωB97M-V functional and the def2-TZVPD basis) of a single C2H6O2S molecule.

Positions of all 11 atoms, in Å:
C1 -0.432 -1.247 0.922
H1 -0.682 -1.038 2.022
S1 -1.244 0.022 -0.074
H2 -0.652 -2.232 0.544
C2 -0.157 1.458 0.012
O1 -1.389 -0.520 -1.393
H3 0.410 1.276 0.939
H4 -0.525 2.463 -0.105
H5 0.610 -1.030 0.648
H6 0.487 1.151 -0.815
O2 -2.437 0.286 0.632

Its net charge is 0. As for the orbital gap: 11.26 eV.

(9)
The following is a DFT calculation (the ωB97M-V functional and the def2-TZVPD basis) of 2 unconnected molecules or ions with the total composition C2H6O2S2.

Positions of all 12 atoms, in Å:
C1 1.657 -0.655 0.416
H1 -0.942 0.423 1.133
S1 1.415 0.808 1.530
O1 0.300 1.275 -2.715
H2 -2.451 0.596 0.171
H3 1.436 -1.487 1.186
O2 -1.043 -0.009 -0.981
H4 -1.690 -1.081 0.671
S2 -0.662 1.450 -1.663
H5 0.916 -0.539 -0.324
C2 -1.611 -0.010 0.300
H6 2.673 -0.771 0.277

Its net charge is 0. As for the orbital gap (alpha / beta): 8.62 / 6.34 eV.

(10)
The following is a DFT calculation (the ωB97M-V functional and the def2-TZVPD basis) of 2 unconnected molecules or ions with the total composition C2H6O2S4.

Positions of all 14 atoms, in Å:
H1 -0.369 0.367 -2.597
S1 -0.238 1.334 -1.736
O1 -1.805 0.252 0.569
S2 -0.122 0.075 2.441
S3 -0.789 -2.199 0.287
H2 -1.485 -1.832 -0.744
C1 -0.805 -0.538 0.992
S4 1.994 -0.455 -1.132
O2 1.456 1.715 0.316
H3 0.804 -1.049 2.591
H4 0.942 1.727 1.204
C2 0.984 0.835 -0.486
H5 0.913 -1.129 -1.463
H6 -1.480 0.899 -0.241

Its net charge is 0. As for the orbital gap (alpha / beta): 7.36 / 7.02 eV.

(11)
The following is a DFT calculation (the ωB97M-V functional and the def2-TZVPD basis) of 2 unconnected molecules or ions with the total composition C2H6O2SSi.

Positions of all 12 atoms, in Å:
O1 -0.469 0.347 -0.021
O2 1.278 1.554 -0.851
H1 2.957 -1.305 -0.605
H2 -2.514 0.880 0.150
H3 -1.464 2.118 0.374
H4 -1.575 1.514 -1.244
C1 0.806 0.562 -0.436
C2 -1.570 1.273 -0.161
H5 0.708 -2.136 -2.970
H6 0.172 -1.914 1.646
Si1 1.653 -1.208 -0.408
S1 1.388 -2.358 1.407

Its net charge is 0. The spin multiplicity is 3. As for the orbital gap (alpha / beta): 7.87 / 8.57 eV.

(12)
The following is a DFT calculation (the ωB97M-V functional and the def2-TZVPD basis) of 2 unconnected molecules or ions with the total composition C2H6O2Se.

Positions of all 11 atoms, in Å:
H1 -0.646 -2.027 -0.337
H2 -0.285 2.337 -1.332
C1 -0.684 -1.253 0.369
H3 0.643 0.129 0.801
H4 -1.087 -1.654 1.275
H5 0.879 -0.196 -1.370
O1 0.591 -0.861 0.728
O2 0.767 0.710 -1.701
H6 0.529 1.621 0.893
Se1 -1.780 0.384 -0.388
C2 -0.240 1.185 -1.017

Its net charge is 0. As for the orbital gap (alpha / beta): 7.80 / 7.81 eV.

(13)
The following is a DFT calculation (the ωB97M-V functional and the def2-TZVPD basis) of 2 unconnected molecules or ions with the total composition C2H6O3.

Positions of all 11 atoms, in Å:
H1 -0.153 1.389 0.911
H2 -0.706 -2.028 -0.316
H3 1.392 2.126 0.454
H4 -0.402 -0.100 -0.978
O1 1.155 0.135 -0.106
C1 -1.599 -1.473 -0.683
C2 0.913 1.221 0.803
H5 1.306 1.004 1.801
O2 -2.701 -1.894 -0.540
H6 2.092 -0.049 -0.034
O3 -1.296 -0.331 -1.313

Its net charge is 0. As for the orbital gap: 10.65 eV.

(14)
The following is a DFT calculation (the ωB97M-V functional and the def2-TZVPD basis) of 2 unconnected molecules or ions with the total composition C2H6O3S.

Positions of all 12 atoms, in Å:
C1 0.337 0.095 -0.983
H1 1.932 -1.036 -0.132
O1 -1.094 0.925 -3.005
S1 -0.938 -0.421 -2.094
O2 -1.098 0.626 1.324
H2 0.254 -2.017 -0.397
H3 -0.315 1.557 -2.705
H4 -1.087 0.674 0.428
H5 -0.972 1.568 1.530
H6 0.487 -0.754 0.984
C2 0.742 -0.967 -0.044
O3 0.863 1.145 -1.078

Its net charge is 0. As for the orbital gap: 9.93 eV.

(15)
The following is a DFT calculation (the ωB97M-V functional and the def2-TZVPD basis) of a single C2H6O3Si molecule.

Positions of all 12 atoms, in Å:
O1 -0.749 1.741 -0.488
H1 -3.096 0.359 0.834
O2 -0.910 -1.245 1.569
H2 0.966 -1.910 -0.808
H3 2.064 -0.776 0.849
H4 -0.343 -2.033 1.588
H5 1.396 0.447 -1.389
Si1 1.195 -0.582 -0.266
C1 -0.425 -0.297 0.595
H6 -1.433 2.311 -0.538
C2 -1.269 0.694 0.263
O3 -2.513 1.025 0.795

Its net charge is 0. As for the orbital gap: 8.84 eV.

(16)
The following is a DFT calculation (the ωB97M-V functional and the def2-TZVPD basis) of a molecular structure, C2H6O4S.

Positions of all 13 atoms, in Å:
O1 -0.511 -1.270 -2.242
H1 0.592 0.982 1.802
C1 -1.237 1.049 0.023
H2 -1.346 1.657 0.802
O2 -0.260 -1.974 0.028
C2 0.971 0.400 1.028
H3 -1.515 1.521 -0.904
S1 0.351 -1.419 -1.137
O3 1.718 -1.455 -1.351
H4 0.967 -0.740 1.366
H5 -1.911 0.100 0.143
H6 1.988 0.531 0.634
O4 0.192 0.617 -0.192

Its net charge is 0. As for the orbital gap: 11.55 eV.

(17)
The following is a DFT calculation (the ωB97M-V functional and the def2-TZVPD basis) of 2 unconnected molecules or ions with the total composition C2H6OS.

Positions of all 10 atoms, in Å:
O1 -1.442 -1.402 -0.396
H1 0.584 -0.851 -1.032
C1 0.110 1.501 -0.074
H2 0.286 1.356 -1.020
H3 -0.232 2.533 0.201
S1 1.461 -0.832 0.014
H4 -0.793 -2.014 -0.830
H5 0.747 0.639 1.830
C2 0.670 0.558 0.711
H6 -1.391 -1.487 0.595

Its net charge is 0. As for the orbital gap: 9.43 eV.

(18)
The following is a DFT calculation (the ωB97M-V functional and the def2-TZVPD basis) of a molecular structure, C2H6OS.

Positions of all 10 atoms, in Å:
S1 -2.159 -0.034 -0.329
C1 -0.495 -0.333 0.066
H1 -2.217 0.827 0.758
H2 0.768 1.434 0.682
H3 1.685 -1.235 0.366
H4 -0.304 -1.132 -0.725
C2 0.681 0.664 -0.168
O1 1.868 -0.195 -0.396
H5 0.404 0.970 -1.121
H6 -0.230 -0.967 0.867

Its net charge is 0. As for the orbital gap: 9.85 eV.

(19)
The following is a DFT calculation (the ωB97M-V functional and the def2-TZVPD basis) of 2 unconnected molecules or ions with the total composition C2H6OS.

Positions of all 10 atoms, in Å:
H1 -2.810 -2.748 -0.007
C1 0.784 0.556 0.709
H2 0.256 -0.354 0.425
H3 0.163 1.142 1.377
H4 -1.788 -1.469 -1.056
C2 1.202 1.266 -0.566
S1 -2.218 -1.574 0.174
H5 1.766 0.183 1.036
O1 1.424 0.627 -1.565
H6 1.220 2.370 -0.527

Its net charge is 0. As for the orbital gap: 10.71 eV.

(20)
The following is a DFT calculation (the ωB97M-V functional and the def2-TZVPD basis) of 2 unconnected molecules or ions with the total composition C2H6OS2.

Positions of all 11 atoms, in Å:
H1 -3.209 1.451 -0.620
H2 1.410 0.916 2.952
H3 -1.548 1.342 -1.500
C1 -2.266 0.912 -0.782
S1 1.155 -0.267 2.339
O1 -2.000 -0.098 -0.202
C2 1.269 -0.957 -0.513
H4 1.880 -1.786 -0.142
S2 1.425 0.543 0.428
H5 0.236 -1.297 -0.451
H6 1.647 -0.759 -1.508

Its net charge is 0. As for the orbital gap: 8.55 eV.

Number 1: E -154.9366 Ha. Number 2: E -155.0253 Ha. Number 3: E -155.0236 Ha. Number 4: E -155.0068 Ha. Number 5: E -154.9932 Ha. Number 6: E -230.2620 Ha. Number 7: E -230.2615 Ha. Number 8: E -628.4239 Ha. Number 9: E -1026.5176 Ha. Number 10: E -1822.8714 Ha. Number 11: E -917.7875 Ha. Number 12: E -2631.5294 Ha. Number 13: E -305.5099 Ha. Number 14: E -703.6633 Ha. Number 15: E -594.9379 Ha. Number 16: E -778.8649 Ha. Number 17: E -553.1586 Ha. Number 18: E -553.1161 Ha. Number 19: E -553.1944 Ha. Number 20: E -951.3672 Ha.